This record from the Open Molecules 2025 dataset describes a structure of composition C36H31Cl3N4O3PPdS2. The level of theory is ωB97M-V/def2-TZVPD.

Kohn-Sham gap (alpha / beta) (eV): 6.95 / 5.80
Relative energy (zero: lowest compared OMol25 entry of this formula, charge and spin) (eV): 0.744
2S+1: 3
Net charge: +1
Highest occupied orbital energy (alpha / beta) (eV): -9.180 / -11.004

Element x y z (Å)
Pd 0.85644 -2.39552 -0.87255
O 0.68594 -6.25269 0.28574
C 1.12028 -5.16869 -0.01854
O 0.62321 -4.37539 -0.92290
C 2.42433 -4.66446 0.67654
P 2.32929 -2.85088 0.77975
C 4.00035 -2.18081 0.94266
C 4.18234 -0.80686 0.77946
C 5.43995 -0.24734 0.92458
C 6.52611 -1.05755 1.23028
C 6.34959 -2.42406 1.38825
C 5.09172 -2.98941 1.24390
C 1.51862 -2.51855 2.37194
C 0.16510 -2.85553 2.47003
C -0.49591 -2.71465 3.67887
C 0.17786 -2.20314 4.78070
C 1.50477 -1.81713 4.67077
C 2.18114 -1.97971 3.46949
H 3.24618 -4.95241 0.01667
H 2.54073 -5.14485 1.64416
H 3.33197 -0.17730 0.54422
H 5.57842 0.81797 0.79360
H 7.50992 -0.62267 1.34518
H 7.19670 -3.05509 1.62189
H 4.96167 -4.05610 1.37395
H -0.35839 -3.24099 1.60160
H -1.53488 -3.00328 3.76783
H -0.33640 -2.10100 5.72721
H 2.01827 -1.39264 5.52336
H 3.22000 -1.68588 3.38580
Cl -2.02683 8.44563 3.17374
C -1.63359 7.02377 2.28621
C -1.13041 7.12784 0.99966
C -0.79295 5.97249 0.31871
C -0.94432 4.71020 0.88332
C -0.51064 3.49952 0.07831
C 0.73630 2.84095 0.68687
N 1.09038 1.66248 -0.08022
C 1.80491 1.62577 -1.25012
C 1.76999 0.33495 -1.68223
N 1.03304 -0.40353 -0.78706
C 0.64561 0.42172 0.16616
O -1.48125 2.48418 -0.01759
C -2.59610 2.84437 -0.81708
C -3.63818 1.77908 -0.69277
C -4.96851 1.99400 -0.89701
Cl -5.68869 3.47482 -1.35620
S -5.91047 0.57205 -0.65682
C -4.50458 -0.32837 -0.26456
C -3.37919 0.43024 -0.32740
C -1.48470 4.63567 2.17151
Cl -1.77689 3.12043 2.96276
C -1.82441 5.78267 2.87082
H -1.00799 8.09694 0.53723
H -0.39778 6.05241 -0.68733
H -0.25863 3.84219 -0.93600
H 0.51411 2.53756 1.70602
H 1.56232 3.54926 0.68796
H 2.27490 2.49596 -1.67467
H 2.21695 -0.11039 -2.55340
H 0.04187 0.16031 1.02022
H -2.27483 2.94949 -1.86356
H -3.01127 3.80516 -0.49541
H -4.59731 -1.37227 -0.00898
H -2.38379 0.07268 -0.10866
H -2.23094 5.70950 3.86956
N -3.41828 -1.86863 -6.51601
C -3.63344 -1.66029 -5.18030
S -5.16839 -1.00867 -4.73497
C -2.63853 -1.89350 -4.21512
C -2.90997 -1.78089 -2.82480
C -1.90499 -1.95007 -1.91809
N -0.62868 -2.20212 -2.26913
C -0.35678 -2.36281 -3.57897
C -1.30113 -2.23607 -4.55832
H -4.19616 -1.73304 -7.14103
H -2.77530 -2.59436 -6.78802
H -3.91744 -1.57498 -2.48732
H -2.09763 -1.88859 -0.85530
H 0.66916 -2.59997 -3.82768
H -1.01393 -2.36916 -5.59136

Cartesian forces (eV/Å) of the 6 atoms listed first:
0.4 -0.6 0.5
-0.1 0.2 -0.2
0.6 -0.3 0.7
-0.3 0.3 -0.3
-0.4 0.1 -0.3
0.1 -0.3 0.4

This record from the Open Molecules 2025 dataset describes a structure of composition C36H31N10O3S2Tc. The level of theory is ωB97M-V/def2-TZVPD.

Kohn-Sham gap (alpha / beta) (eV): 7.22 / 6.88
Relative energy (zero: lowest compared OMol25 entry of this formula, charge and spin) (eV): 0.000
2S+1: 4
Net charge: +1
Highest occupied orbital energy (alpha / beta) (eV): -9.745 / -10.062

Element x y z (Å)
Tc -0.01088 0.47488 0.38444
N -2.83740 0.45734 2.33767
C -1.67273 0.18200 3.05166
C -1.84804 -0.00653 4.42912
C -0.76254 -0.28976 5.21858
C 0.49024 -0.40125 4.62430
C 0.59087 -0.20212 3.27212
N -0.46734 0.09736 2.48058
C -3.17324 0.53761 0.99864
C -4.52752 0.79631 0.70735
C -4.93042 0.89016 -0.59654
C -3.98833 0.70976 -1.61314
C -2.69478 0.45922 -1.25022
N -2.26865 0.37275 0.03310
H -3.58412 0.76083 2.93863
H -2.84068 0.07121 4.85194
H -0.88754 -0.42862 6.28407
H 1.37572 -0.62210 5.20090
H 1.53796 -0.23071 2.75335
H -5.23229 0.92591 1.51806
H -5.96516 1.10018 -0.83119
H -4.25675 0.77725 -2.65670
H -1.92839 0.32450 -2.00349
O -1.76542 4.44391 0.69189
S -0.71088 3.58900 1.16471
O -0.96173 2.78305 2.33279
N -0.23661 2.53921 0.03137
C 0.02716 2.97112 -1.26804
C -0.03479 4.25824 -1.75574
C 0.29500 4.53605 -3.09487
C 0.68411 3.55684 -3.96590
C 0.75347 2.22422 -3.50849
C 1.13798 1.13654 -4.32548
C 1.19277 -0.12428 -3.80617
C 0.85348 -0.32105 -2.45895
N 0.46321 0.66353 -1.67892
C 0.42107 1.94368 -2.17074
C 0.71420 4.58219 1.46220
C 0.57565 5.95517 1.59155
C 1.70373 6.71908 1.85366
C 2.94304 6.10631 1.97403
C 3.06556 4.72871 1.83398
C 1.94720 3.95307 1.57673
H -0.35203 5.06745 -1.11449
H 0.23615 5.56216 -3.43310
H 0.94063 3.78216 -4.99222
H 1.39211 1.32327 -5.36183
H 1.49153 -0.97539 -4.40102
H 0.91326 -1.30430 -2.01683
H -0.40038 6.40909 1.48514
H 1.61378 7.79185 1.95968
H 3.82150 6.70593 2.17310
H 4.03571 4.25769 1.91956
H 2.02914 2.87669 1.44847
O 1.71662 0.53594 0.75525
N -3.92077 -9.52850 -0.39510
C -3.30880 -8.56195 -0.29721
C -2.54571 -7.34950 -0.17414
C -3.18717 -6.11552 -0.21646
C -2.45632 -4.94861 -0.09776
C -1.07647 -5.00693 0.06349
C -0.43287 -6.23593 0.10574
C -1.16587 -7.40355 -0.01252
N -0.31702 -3.80155 0.18754
C 1.04962 -3.69264 0.38893
C 1.33274 -2.36850 0.45553
N 0.15873 -1.66315 0.29663
C -0.80499 -2.54595 0.13580
H -4.26001 -6.07208 -0.34179
H -2.98008 -4.00519 -0.13241
H 0.63729 -6.30338 0.22890
H -0.66568 -8.36117 0.02055
H 1.69677 -4.54464 0.46826
H 2.27745 -1.85857 0.56899
H -1.84048 -2.30034 -0.00876
N 5.69080 -2.30009 -1.56527
C 4.82607 -1.37031 -2.01904
N 4.87612 -1.11183 -3.34348
S 3.74927 -0.58737 -1.00854
H 6.40496 -2.70460 -2.14591
H 5.73064 -2.45156 -0.57420
H 5.59479 -1.48595 -3.93907
H 4.31275 -0.35399 -3.68327

Cartesian forces (eV/Å) of the 6 atoms listed first:
0.3 0.0 0.2
0.2 0.0 -0.1
-0.1 0.0 -0.1
0.0 0.0 -0.1
-0.1 0.0 0.0
0.1 0.0 0.0

This record from the Open Molecules 2025 dataset describes a structure of composition C36H32AsNO5ReS5. The level of theory is ωB97M-V/def2-TZVPD.

Kohn-Sham gap (eV): 5.73
Relative energy (zero: lowest compared OMol25 entry of this formula, charge and spin) (eV): 0.000
2S+1: 1
Net charge: +1
Highest occupied orbital energy (eV): -9.467

Element x y z (Å)
Re -1.18085 1.37620 -0.94333
C 0.62365 -2.39226 3.33931
C 1.53757 -1.82390 2.26934
C 2.97699 -2.24202 2.46495
O 1.44345 -0.40181 2.23400
C 0.54090 0.01916 1.22250
C 0.08534 -1.31582 0.57024
O 1.11728 -2.21594 0.96965
C -0.04037 -1.40120 -0.96988
O -0.99552 -0.48032 -1.41919
C 1.30482 -1.24754 -1.76347
C 2.34475 -2.29230 -1.64971
C 3.09458 -2.70994 -2.83266
C 2.93408 -2.06923 -3.99816
C 1.98092 -0.98264 -4.11278
C 1.20525 -0.60610 -3.08455
C -0.56258 -2.77938 -1.42298
C -1.05414 -2.87464 -2.72510
C -1.51704 -4.08131 -3.22137
C -1.50874 -5.21460 -2.41901
C -1.03936 -5.12402 -1.11986
C -0.56373 -3.91609 -0.62213
C -0.51008 0.97641 1.86501
O -1.51657 1.21278 0.87767
C -1.20276 0.32366 3.05242
C -2.31638 -0.48654 2.82913
C -2.92196 -1.16185 3.87733
C -2.43039 -1.02884 5.16908
C -1.34245 -0.20364 5.40271
C -0.73423 0.47009 4.35153
C 0.16395 2.32269 2.18121
C -0.47941 3.50383 1.82153
C 0.11895 4.74096 2.02056
C 1.37702 4.82601 2.59284
C 2.02226 3.65904 2.97528
C 1.42460 2.42171 2.77551
H 0.87390 -1.94622 4.30075
H 0.75647 -3.47269 3.40720
H -0.42333 -2.17184 3.13152
H 3.26640 -2.10909 3.50638
H 3.63647 -1.64511 1.83938
H 3.08774 -3.29712 2.21470
H 1.08162 0.62830 0.47792
H -0.87547 -1.64203 0.98138
H 2.21599 -3.01375 -0.85366
H 3.74759 -3.56640 -2.73786
H 3.47955 -2.38730 -4.87621
H 1.85437 -0.49822 -5.07264
H 0.45184 0.15763 -3.20337
H -1.10314 -1.98896 -3.34361
H -1.89822 -4.13390 -4.23271
H -1.87786 -6.15662 -2.80159
H -1.04292 -5.99618 -0.47936
H -0.19907 -3.87672 0.39359
H -2.72972 -0.57338 1.83287
H -3.78562 -1.78471 3.68447
H -2.90336 -1.55304 5.98899
H -0.96395 -0.07499 6.40831
H 0.11060 1.11193 4.55762
H -1.47042 3.46867 1.39146
H -0.40916 5.63962 1.72985
H 1.84578 5.78845 2.74902
H 2.99922 3.70624 3.43962
H 1.95584 1.53230 3.07336
O -2.69273 1.67285 -2.21642
N -2.76132 2.81370 -2.94368
C -3.92452 3.03611 -3.59940
C -4.05790 4.15235 -4.36924
C -2.98097 5.04863 -4.46505
C -1.81881 4.78790 -3.78864
C -1.70716 3.63447 -2.99859
S -0.29772 3.13417 -2.11063
H -4.67981 2.28068 -3.44811
H -4.98991 4.32745 -4.88463
H -3.07064 5.94041 -5.06917
H -0.96986 5.45509 -3.83751
S 2.96121 2.27694 -2.59139
As 4.32432 0.61908 -2.11607
S 2.86360 -0.69458 -0.78065
S 2.94554 2.76551 -0.54930
S 4.79574 1.80378 -0.29654

Cartesian forces (eV/Å) of the 6 atoms listed first:
0.3 0.0 -0.5
0.0 -0.1 0.0
-0.1 0.0 0.0
0.0 0.0 0.0
0.3 0.1 -0.2
0.0 0.0 0.3

This record from the Open Molecules 2025 dataset describes a structure of composition C36H32Br2F3GeMnN2O6S. The level of theory is ωB97M-V/def2-TZVPD.

Kohn-Sham gap (alpha / beta) (eV): 6.65 / 7.56
Relative energy (zero: lowest compared OMol25 entry of this formula, charge and spin) (eV): 0.133
2S+1: 5
Highest occupied orbital energy (alpha / beta) (eV): -8.021 / -8.086

Element x y z (Å)
Mn -1.39342 1.06536 1.27588
Br 0.69989 -0.53918 5.41223
C -1.04149 -0.89814 4.79405
C -1.85334 -1.79860 5.51235
C -3.11542 -2.09161 5.08577
Br -4.16941 -3.30507 6.08628
C -3.63552 -1.51112 3.89898
C -4.91373 -1.75515 3.35543
C -5.27943 -1.15037 2.18517
C -4.36948 -0.29739 1.53642
N -3.18460 -0.03710 2.02972
C -2.80865 -0.61835 3.19561
C -1.49696 -0.27839 3.65437
O -0.80264 0.59919 2.97311
H -1.45824 -2.25366 6.40939
H -5.58799 -2.42653 3.86927
H -6.25055 -1.32244 1.74489
H -4.61561 0.16873 0.59203
O -2.42307 -0.08515 -0.79313
C -1.54594 -0.86059 -0.41842
O -0.78617 -0.56692 0.59706
C -1.29509 -2.21647 -1.03709
C -0.04340 -2.92423 -0.52723
Ge 1.68321 -2.11115 -1.04870
C 3.08547 -3.42122 -0.68933
C 2.86044 -4.50337 0.15784
C 3.87256 -5.40861 0.44779
C 5.13070 -5.24169 -0.10982
C 5.37209 -4.16731 -0.95560
C 4.35725 -3.26623 -1.23801
C 1.58014 -1.79069 -2.98050
C 2.08862 -2.70578 -3.89931
C 1.93449 -2.51009 -5.26528
C 1.25945 -1.39391 -5.73609
C 0.73967 -0.47398 -4.83616
C 0.90195 -0.67324 -3.47336
C 2.17169 -0.42766 -0.17083
C 2.84751 0.56381 -0.87438
C 3.25360 1.73700 -0.24772
C 2.96713 1.94507 1.09216
C 2.29613 0.96247 1.81178
C 1.92103 -0.21569 1.18623
H -1.25303 -2.06441 -2.11902
H -2.19931 -2.80889 -0.86635
H 0.00043 -3.91907 -0.98389
H -0.08914 -3.07413 0.55127
H 1.88281 -4.65434 0.60224
H 3.67804 -6.24259 1.11000
H 5.92251 -5.94462 0.11457
H 6.35350 -4.03110 -1.39188
H 4.56497 -2.43035 -1.89817
H 2.61692 -3.58535 -3.54888
H 2.34200 -3.23109 -5.96242
H 1.13646 -1.24171 -6.80068
H 0.20383 0.39542 -5.19664
H 0.49136 0.05920 -2.78330
H 3.07678 0.42430 -1.92574
H 3.80682 2.48095 -0.80968
H 3.27327 2.86139 1.58226
H 2.05984 1.10905 2.85920
H 1.38578 -0.95823 1.76510
F -4.71812 2.69505 0.91149
C -4.33831 3.78527 1.58992
F -5.39310 4.25724 2.25269
F -3.94685 4.70498 0.70285
S -2.97607 3.38803 2.76573
O -2.54516 4.65440 3.25806
O -3.50996 2.40239 3.65164
O -1.97274 2.82769 1.79293
C 1.10823 5.02413 -0.82607
C 0.04430 4.27270 -1.63172
C 0.58028 3.85257 -3.00727
C -1.23295 5.11563 -1.76027
C -0.31852 3.05367 -0.90136
N -0.60858 2.09252 -0.35309
H 1.34733 5.94934 -1.35128
H 2.01301 4.43101 -0.72554
H 0.74029 5.27513 0.16835
H 0.85332 4.75001 -3.56341
H -0.17663 3.31162 -3.57430
H 1.46515 3.22369 -2.90825
H -0.97663 6.06000 -2.24155
H -1.66481 5.32784 -0.78296
H -1.98016 4.60610 -2.36745

Cartesian forces (eV/Å) of the 6 atoms listed first:
-0.3 -0.1 -0.3
0.0 0.0 0.0
-0.1 0.0 0.0
-0.1 0.0 0.0
0.1 0.0 0.0
0.0 0.0 0.0